No. 1
{
  "formula": "C4H20AgBClN8O4",
  "method": "ωB97M-V with the def2-TZVPD basis set",
  "multiplicity": 2,
  "homo_ev": [-8.784, -8.567],
  "s2": 0.7554,
  "homo_lumo_gap_ev": [9.31, 6.52],
  "charge": 0,
  "elements": ["Ag", "B", "H", "H", "H", "H", "Cl", "C", "O", "N", "N", "H", "H", "H", "H", "C", "O", "N", "N", "H", "H", "H", "H", "C", "O", "N", "N", "H", "H", "H", "H", "C", "O", "N", "N", "H", "H", "H", "H"],
  "xyz": [[0.04, -0.35, 0.69], [-2.34, 0.29, 0.69], [-2.50, -0.76, 0.49], [-3.30, 0.76, 0.51], [-2.05, 0.37, 1.73], [-1.61, 0.68, 0.00], [2.55, -0.95, 1.49], [-1.14, -0.83, -2.26], [-0.36, -1.16, -1.43], [-0.89, -0.67, -3.57], [-2.41, -0.68, -2.14], [-1.52, -0.61, -4.35], [0.07, -0.96, -3.68], [-2.63, -0.55, -1.16], [-2.90, -0.27, -2.91], [2.11, 1.84, -1.35], [1.37, 1.20, -0.58], [2.04, 1.92, -2.63], [3.18, 2.51, -0.94], [2.41, 2.72, -3.12], [1.42, 1.19, -2.97], [3.28, 2.45, 0.07], [3.95, 2.63, -1.58], [1.29, 2.29, 2.36], [0.39, 1.65, 1.84], [1.61, 3.52, 1.99], [1.97, 1.83, 3.34], [1.29, 3.83, 1.08], [2.04, 4.14, 2.67], [1.59, 0.93, 3.60], [2.86, 2.26, 3.56], [-1.17, -3.51, 1.24], [-0.52, -2.43, 1.30], [-2.51, -3.49, 1.27], [-0.68, -4.75, 1.15], [-2.97, -4.11, 0.62], [-2.84, -2.56, 1.07], [-1.33, -5.53, 1.18], [0.23, -4.85, 0.72]],
  "lowdin_charge": [0.91, -0.43, -0.09, -0.02, -0.04, -0.05, -0.21, -0.79, 0.02, 0.14, 0.18, 0.11, 0.10, 0.04, 0.12, -0.72, -0.07, 0.17, 0.16, 0.12, 0.11, 0.10, 0.11, -0.78, -0.05, 0.17, 0.18, 0.12, 0.11, 0.11, 0.12, -0.63, -0.09, 0.16, 0.17, 0.10, 0.08, 0.11, 0.12]
}

---

No. 2
{
  "formula": "C4H20AgNO6",
  "method": "ωB97M-V with the def2-TZVPD basis set",
  "multiplicity": 2,
  "homo_ev": [-12.480, -12.228],
  "s2": 0.7570,
  "homo_lumo_gap_ev": [9.60, 7.04],
  "charge": 1,
  "elements": ["Ag", "O", "H", "C", "C", "C", "O", "C", "N", "H", "H", "H", "H", "H", "H", "H", "H", "H", "H", "H", "O", "H", "H", "O", "H", "H", "O", "H", "H", "O", "H", "H"],
  "xyz": [[5.20, 12.06, 15.54], [4.36, 10.33, 14.62], [3.62, 9.76, 14.38], [7.60, 13.01, 12.83], [7.40, 11.52, 13.07], [8.60, 10.73, 12.55], [9.71, 11.02, 13.36], [10.94, 10.67, 12.73], [7.23, 11.28, 14.54], [6.94, 13.60, 13.47], [7.38, 13.28, 11.79], [8.63, 13.27, 13.06], [6.54, 11.14, 12.50], [8.80, 10.94, 11.49], [8.34, 9.66, 12.62], [10.93, 9.61, 12.47], [11.75, 10.83, 13.44], [11.14, 11.32, 11.87], [8.16, 11.53, 14.87], [7.18, 10.27, 14.67], [5.75, 11.02, 17.55], [5.93, 11.50, 18.37], [5.77, 10.09, 17.79], [3.14, 12.79, 16.41], [2.72, 12.50, 17.22], [2.71, 13.62, 16.18], [6.40, 13.94, 16.19], [7.33, 13.67, 16.21], [6.41, 14.86, 16.49], [4.39, 13.36, 13.69], [4.47, 14.32, 13.59], [4.28, 13.03, 12.79]],
  "lowdin_charge": [0.86, -0.22, 0.01, -0.06, -0.40, -0.23, -0.21, -0.08, 0.02, 0.04, 0.09, 0.09, 0.14, 0.13, 0.13, 0.10, 0.09, 0.09, 0.09, 0.09, -0.08, 0.06, 0.07, -0.07, 0.07, 0.06, -0.08, 0.06, 0.07, -0.08, 0.06, 0.07]
}

---

No. 3
{
  "formula": "C4H20B2ClMgO4STi",
  "method": "ωB97M-V with the def2-TZVPD basis set",
  "multiplicity": 5,
  "homo_ev": [-2.249, -7.206],
  "s2": 6.0008,
  "homo_lumo_gap_ev": [4.65, 9.57],
  "charge": -1,
  "elements": ["Mg", "Ti", "Cl", "B", "H", "H", "H", "H", "B", "H", "H", "H", "H", "O", "S", "O", "O", "C", "C", "C", "H", "H", "H", "H", "H", "H", "H", "H", "C", "O", "H", "H", "H", "H"],
  "xyz": [[2.63, -1.22, -0.68], [2.71, 2.84, 0.53], [2.30, 0.95, -1.39], [1.09, -2.46, -1.17], [0.18, -2.97, -1.46], [1.72, -2.17, -2.01], [0.83, -1.52, -0.73], [1.58, -3.10, -0.45], [2.75, -1.19, 1.47], [3.39, -0.63, 0.81], [2.86, -2.22, 1.15], [3.13, -1.07, 2.47], [1.73, -0.84, 1.43], [-0.57, -0.63, 2.44], [-1.82, -0.35, 1.72], [-2.73, -1.43, 1.36], [-2.65, 0.69, 2.71], [-3.94, 1.17, 2.38], [-4.97, 1.20, 3.56], [-1.31, 0.85, 0.40], [-4.33, 0.42, 1.69], [-4.07, 2.08, 1.80], [-5.85, 0.68, 3.18], [-5.21, 2.22, 3.85], [-4.66, 0.70, 4.48], [-0.30, 0.65, 0.05], [-1.49, 1.85, 0.81], [-2.04, 0.70, -0.39], [3.14, 0.69, -5.39], [3.77, 1.28, -4.22], [2.16, 1.16, -5.44], [3.82, 0.83, -6.24], [2.98, -0.37, -5.25], [3.17, 1.19, -3.47]],
  "lowdin_charge": [0.42, -0.06, 0.04, -0.40, -0.01, -0.05, -0.07, -0.02, -0.42, -0.09, -0.04, -0.02, -0.04, -0.29, 0.68, -0.30, -0.28, -0.29, -0.06, -0.08, 0.09, 0.11, 0.07, 0.06, 0.07, 0.03, 0.06, 0.06, -0.15, -0.18, 0.07, 0.07, 0.06, -0.08]
}

---

No. 4
{
  "formula": "C4H20B3Cs2O2S",
  "method": "ωB97M-V with the def2-TZVPD basis set",
  "homo_ev": -4.590,
  "homo_lumo_gap_ev": 6.07,
  "charge": -1,
  "elements": ["Cs", "Cs", "B", "H", "H", "H", "H", "B", "H", "H", "H", "H", "B", "H", "H", "H", "H", "C", "C", "C", "S", "O", "O", "C", "H", "H", "H", "H", "H", "H", "H", "H"],
  "xyz": [[-5.45, -4.09, 20.73], [-4.65, -8.37, 19.95], [-3.02, -6.00, 21.58], [-3.97, -6.43, 21.97], [-3.30, -5.70, 20.54], [-2.61, -5.12, 22.19], [-2.14, -6.74, 21.56], [-6.71, -6.07, 18.64], [-6.99, -5.11, 19.16], [-7.47, -6.91, 18.80], [-6.55, -5.65, 17.57], [-5.77, -6.41, 19.13], [-2.81, -6.79, 17.43], [-2.32, -6.26, 16.52], [-3.71, -6.20, 17.81], [-3.30, -7.70, 16.91], [-2.14, -7.12, 18.31], [-10.33, -3.77, 17.88], [-11.61, -3.85, 17.09], [-12.22, -5.18, 17.37], [-10.75, -6.31, 17.09], [-10.50, -6.46, 15.69], [-10.96, -7.44, 17.97], [-9.54, -5.07, 17.65], [-10.50, -3.51, 18.93], [-9.74, -2.92, 17.54], [-11.43, -3.67, 16.02], [-12.26, -3.00, 17.34], [-12.90, -5.49, 16.58], [-12.62, -5.13, 18.38], [-8.65, -5.15, 17.05], [-9.30, -5.38, 18.67]],
  "lowdin_charge": [1.09, 1.04, -0.65, -0.14, -0.16, -0.07, -0.05, -0.60, -0.21, -0.03, -0.01, -0.25, -0.51, -0.08, -0.10, -0.10, -0.09, -0.22, -0.29, -0.21, 0.69, -0.31, -0.34, -0.22, 0.11, 0.12, 0.12, 0.11, 0.10, 0.11, 0.09, 0.07]
}

---

No. 5
{
  "formula": "C4H20N2O8",
  "method": "ωB97M-V with the def2-TZVPD basis set",
  "homo_ev": -8.781,
  "smiles": "C[C@@H](C=O)NC(N)=O.O.O.O.O.O.O",
  "homo_lumo_gap_ev": 8.77,
  "charge": 0,
  "elements": ["C", "C", "C", "O", "N", "C", "N", "O", "H", "H", "H", "H", "H", "H", "H", "H", "O", "H", "H", "O", "H", "H", "O", "H", "H", "O", "H", "H", "O", "H", "H", "O", "H", "H"],
  "xyz": [[3.77, 0.69, -0.25], [2.42, 0.36, 0.17], [2.04, 1.22, 1.44], [2.22, 0.74, 2.49], [1.37, 0.45, -0.89], [0.92, 1.69, -1.45], [-0.29, 1.58, -2.13], [1.52, 2.71, -1.29], [3.89, 1.51, -0.96], [4.57, 0.98, 0.56], [4.25, -0.08, -0.94], [2.26, -0.73, 0.49], [1.61, 2.24, 1.23], [0.58, -0.23, -0.80], [-0.72, 0.69, -2.27], [-0.34, 2.20, -2.88], [-2.75, -2.78, -0.05], [-3.66, -2.59, -0.19], [-2.47, -3.39, -0.70], [-3.92, 0.18, 0.29], [-4.46, 0.77, 0.01], [-3.37, 0.41, 0.98], [-0.89, -1.21, -0.43], [-1.85, -1.33, -0.02], [-0.66, -2.16, -0.40], [-0.03, -0.76, 3.43], [0.86, -0.45, 3.48], [-0.09, -0.93, 4.33], [-1.57, 0.89, 1.68], [-0.67, 0.97, 1.21], [-1.21, 0.70, 2.59], [-1.08, -1.07, -3.08], [-0.49, -1.83, -3.29], [-1.71, -1.41, -2.39]],
  "lowdin_charge": [-0.09, -0.34, -0.22, 0.06, 0.08, -0.59, 0.17, 0.05, 0.07, 0.13, 0.10, 0.16, 0.15, 0.07, 0.04, 0.07, -0.01, 0.05, 0.05, 0.06, -0.06, -0.03, -0.14, 0.08, 0.05, -0.01, 0.01, 0.02, -0.10, 0.06, 0.05, -0.09, 0.07, 0.04]
}

---

No. 6
{
  "formula": "C4H20N3O3",
  "method": "ωB97M-V with the def2-TZVPD basis set",
  "homo_ev": -11.763,
  "homo_lumo_gap_ev": 8.87,
  "charge": 1,
  "elements": ["N", "C", "C", "N", "C", "C", "N", "H", "H", "H", "H", "H", "H", "H", "H", "H", "H", "H", "H", "H", "H", "H", "H", "O", "H", "H", "O", "H", "H", "O"],
  "xyz": [[0.92, -0.32, -2.38], [1.68, -0.99, -1.28], [1.43, -0.26, 0.01], [0.07, 0.31, -0.07], [-0.54, 0.27, 1.28], [-1.87, 0.96, 1.39], [-1.59, 2.28, 2.02], [1.31, -0.75, -3.23], [0.87, 0.68, -2.35], [-0.04, -0.69, -2.33], [2.71, -1.09, -1.48], [1.35, -2.03, -1.15], [2.13, 0.51, 0.30], [1.61, -1.03, 0.84], [0.05, 1.22, -0.61], [-0.78, -0.84, 1.43], [0.21, 0.57, 2.05], [-2.56, 0.36, 2.15], [-2.49, 1.14, 0.45], [-2.32, 2.92, 2.09], [-0.84, 2.72, 1.40], [1.35, -0.45, 3.27], [1.71, -1.91, 3.18], [1.70, -1.10, 2.71], [-1.85, 1.49, -2.49], [-1.27, 2.84, -2.75], [-1.01, 1.97, -2.45], [-1.09, -3.43, -1.32], [-0.80, -2.65, 0.04], [-0.60, -2.78, -0.88]],
  "lowdin_charge": [0.19, -0.15, -0.21, -0.09, -0.26, -0.27, -0.03, 0.18, 0.12, 0.15, 0.11, 0.10, 0.12, 0.11, 0.10, 0.12, 0.11, 0.14, 0.11, 0.03, 0.10, 0.02, 0.05, -0.02, 0.07, 0.06, -0.05, 0.04, 0.04, -0.01]
}

---

Number 1: calculated total energy -1535.37105 hartree. Number 2: calculated total energy -817.25258 hartree. Number 3: calculated total energy -2422.77619 hartree. Number 4: calculated total energy -827.73641 hartree. Number 5: calculated total energy -875.79908 hartree. Number 6: calculated total energy -554.09202 hartree.